Below is C32H36Br66F5INO3P as an isolated structure in a non-equilibrium geometry, with properties calculated with ωB97M-V/def2-TZVPD.

Each line ends with the Mulliken charge.
Atoms and positions in Å:
I 2.2001 -1.2706 4.5428  0.12
Br -5.3794 3.5974 -8.2470  -0.01
Br 0.3498 7.7141 3.3907  0.09
Br 3.2584 6.0794 -0.7934  0.05
Br 1.1458 8.8425 -2.2556  -0.03
Br -5.8234 0.5467 -9.0533  -0.03
Br -2.9494 -0.0859 7.0020  0.01
Br 4.2472 -4.8213 6.7443  -0.02
Br -0.6560 -5.4616 -6.1542  -0.03
Br -2.0965 11.1418 4.7334  0.00
Br 10.7398 6.2109 -5.4148  0.01
Br -3.7836 -10.3706 -7.4441  -0.02
Br 1.3789 8.2712 -5.3797  -0.07
Br 6.3036 3.5647 -4.6510  0.02
Br 1.4715 -3.3254 7.1717  0.03
Br 3.5786 11.9730 -7.6178  -0.02
Br 9.1130 8.1573 -1.5628  -0.03
Br -3.6927 -10.0109 -2.4925  0.01
Br -4.2757 -7.2510 -7.0073  0.00
Br 8.0315 4.4264 -1.8755  0.06
Br 9.6252 1.7219 -2.3915  -0.04
Br 11.9471 6.7049 -1.4172  -0.01
Br -0.9768 -9.8369 8.0516  0.00
Br 3.1200 6.1719 3.5989  -0.01
Br -1.0006 2.9713 5.2643  0.06
Br 3.6929 -3.2314 9.4547  -0.02
Br -6.3043 -2.5592 -5.3034  -0.01
Br -7.5191 2.4772 -0.0464  -0.04
Br -2.4119 -8.2673 10.4250  -0.02
Br -1.8341 10.4934 1.6220  -0.01
Br 11.3194 3.1310 -6.0085  -0.03
Br -4.3251 1.2840 -6.3272  0.04
Br -0.8031 -10.2818 -1.1771  0.00
Br -2.7564 0.3017 -1.2187  0.00
Br -5.8133 -5.9808 -2.0765  0.13
Br -2.2635 -7.1408 -3.9699  0.12
Br -3.6891 -10.9620 9.2921  -0.02
Br -3.3897 -11.2121 0.4399  -0.04
Br 3.6487 3.0770 -1.7858  0.08
Br 0.8504 5.7953 5.8708  -0.04
Br -3.1028 8.3425 3.5959  0.00
Br 8.9376 4.6220 -7.5162  -0.03
Br -5.0501 -0.9948 0.6103  -0.01
Br 5.1775 11.1962 -4.9704  0.00
Br 2.3797 12.7093 -4.7562  -0.01
Br 7.1618 1.7670 -0.3575  0.00
Br 4.0652 5.8299 -4.6012  0.09
Br 3.6187 3.1874 -6.3318  -0.03
Br 0.2536 3.2560 2.3401  0.00
Br -1.2132 -6.7815 4.3598  0.00
Br -5.9069 -9.3722 -5.2808  -0.04
Br -5.6593 -0.2444 -2.4234  0.18
Br -7.7083 0.5904 2.5205  0.06
Br -7.9270 0.1744 -5.3331  -0.04
Br -9.7156 0.1704 0.0856  0.00
Br -5.7736 0.9585 5.9434  -0.01
Br -9.1620 -2.4207 -6.7153  -0.03
Br -4.0364 2.7947 7.8891  -0.03
Br -7.8718 -5.6293 0.3334  -0.03
Br 0.3111 5.9868 -3.4265  -0.02
Br -2.6614 -5.2477 6.7601  -0.01
Br 4.7321 3.9613 1.0713  -0.04
Br -2.3365 1.4298 2.8447  0.08
Br 9.8176 6.2766 0.9119  -0.04
Br -0.4570 -4.6726 -3.0697  0.05
Br -3.9518 -7.8902 5.5407  -0.08
Br -8.1003 -3.7919 -2.2591  0.00
P 4.1047 -3.3208 0.9227  -0.23
F -0.5600 -5.2936 0.4610  -0.22
F -2.5763 -5.5638 1.2958  -0.24
F -2.2407 -3.8441 3.0377  -0.28
F -2.2500 -3.9729 -0.2290  -0.17
F -0.0646 -3.8566 2.4769  -0.12
O 3.8025 1.0542 3.6245  -0.66
O 3.7729 -1.6534 0.7287  -0.08
O 2.1506 -1.4049 -0.8867  -0.55
N 1.6303 -0.8596 1.3691  0.89
C 2.9083 0.2880 3.2204  0.24
C 2.9207 -4.2647 8.0257  -0.36
C -4.6487 0.1963 -0.8501  -0.28
C 10.5092 7.4960 -0.4092  -0.35
C 4.9077 4.4443 -5.6440  -0.43
C -0.5116 -1.7408 0.4619  0.71
C 0.3246 -0.5013 0.8017  -0.57
C 8.6271 2.7603 -1.1114  -0.34
C -8.6820 1.4422 1.0941  -0.40
C 3.4433 11.4608 -5.7654  0.43
C 4.3818 4.5167 -0.7401  0.16
C -2.8929 -6.3211 5.1797  -0.13
C 2.8483 -4.3343 0.0482  -0.69
C -2.8633 10.2176 3.2284  -0.38
C -6.9098 -4.7454 -1.0842  -0.05
C -2.6569 -9.3891 8.8778  0.09
C -1.4512 -2.1488 1.6248  -0.44
C -7.5503 -1.4619 -6.2766  0.11
C -1.3558 3.0019 3.3791  -0.54
C -4.2486 -8.9892 -6.1859  0.22
C -2.6776 -9.9788 -0.8551  -0.10
C -1.6877 -4.6095 0.8482  0.72
C 1.6763 6.9751 4.5787  -0.47
C -1.3357 -3.6082 2.0252  0.61
C 4.1658 -3.8156 2.6958  -0.73
C 2.2635 0.4262 1.8468  1.16
C 2.4880 -1.3282 0.3248  -0.12
C 9.9789 4.5087 -5.8966  0.27
C -1.5690 -5.4082 -4.4593  -0.38
C 0.4120 7.8799 -3.7570  -0.35
C -4.5045 0.9875 7.3941  -0.36
C -4.6782 1.8071 -8.1466  -0.32
H -2.4859 -1.8713 1.4170  -0.62
H 2.7228 -3.9451 -0.9613  0.28
H -2.0020 3.8466 3.1849  0.39
H 3.2571 -5.3427 -0.0426  0.50
H -0.5995 8.2331 -3.8962  0.39
H 9.3012 3.0085 -0.3030  0.40
H -3.7324 1.8046 -8.6690  0.34
H 2.1080 7.7939 5.1362  0.38
H 10.9156 8.3452 0.1207  0.36
H 2.9308 10.5111 -5.7324  -0.40
H 3.3598 -4.4924 3.0017  0.28
H 1.5091 1.2298 1.9716  -1.28
H -4.9575 1.1865 -0.5453  0.22
H -2.4175 -4.7479 -4.5738  0.26
H -6.2521 -4.0238 -0.6194  -0.01
H -9.3752 2.1353 1.5486  0.35
H 5.3308 4.7862 -1.1836  -0.12
H 2.9765 0.7571 1.0919  0.54
H -3.4734 -8.9716 -5.4343  -0.27
H 1.9109 -4.3960 0.6100  -0.02
H -3.8432 10.6393 3.0579  0.35
H 0.4287 0.1644 -0.0636  0.47
H -0.2402 0.0548 1.5446  -0.37
H -3.2222 -8.8165 8.1557  -0.08
H 0.1178 -2.6045 0.2392  -0.10
H 4.2110 -2.9550 3.3586  0.12
H 2.5044 -5.1595 8.4659  0.35
H -1.1278 -1.4942 -0.4005  0.17
H 5.3731 4.9228 -6.4945  0.37
H -7.0746 -1.1920 -7.2083  -0.09
H -3.4417 -5.7208 4.4672  0.19
H -2.7753 -8.9859 -0.4396  0.12
H 9.2988 4.2288 -5.1020  -0.25
H 5.0934 -4.3815 2.7990  0.39
H -4.9882 0.5415 8.2510  0.34
H -1.1665 -1.5827 2.5186  0.48

Atomic forces in eV per Å
I 0.0 0.6 -0.4
Br 0.0 -0.1 0.0
Br 0.2 -0.1 0.0
Br 0.0 0.0 0.0
Br 0.0 -0.1 -0.1
Br 0.0 0.0 0.0
Br -0.1 0.1 0.0
Br -0.1 0.1 0.0
Br 0.0 0.0 0.1
Br 0.0 -0.1 -0.1
Br 0.0 -0.1 0.0
Br 0.0 0.1 0.1
Br -0.1 0.0 0.0
Br -0.2 0.0 -0.2
Br -0.1 -0.2 0.2
Br 0.0 0.0 0.1
Br 0.1 0.0 0.0
Br -0.1 -0.1 0.1
Br -0.1 -0.1 -0.1
Br 0.2 0.0 0.1
Br -0.1 0.1 0.0
Br -0.1 0.0 0.0
Br -0.1 0.0 0.0
Br -0.1 -0.2 0.0
Br -0.1 -0.3 -0.1
Br 0.0 0.0 -0.1
Br 0.0 0.0 -0.1
Br 0.0 0.0 0.0
Br 0.0 -0.1 -0.1
Br 0.0 0.0 0.1
Br -0.1 0.1 0.0
Br 0.0 0.0 -0.1
Br -0.1 0.0 0.0
Br -0.3 0.1 0.0
Br 0.1 0.0 0.0
Br 0.2 0.2 0.3
Br 0.1 0.1 0.0
Br 0.0 0.0 -0.1
Br -0.1 0.0 0.1
Br 0.3 0.3 -0.2
Br -0.2 0.1 0.0
Br 0.1 0.0 0.1
Br 0.1 0.0 -0.2
Br -0.1 0.0 0.0
Br 0.0 -0.1 0.0
Br 0.2 -0.1 -0.2
Br 0.1 -0.1 0.0
Br 0.0 0.1 0.1
Br -0.3 0.3 0.1
Br 0.0 0.0 0.1
Br 0.1 0.0 0.0
Br 0.1 -0.1 0.1
Br -0.1 0.1 0.1
Br -0.1 -0.1 0.0
Br 0.1 0.0 0.0
Br 0.1 0.0 0.0
Br 0.1 0.0 0.1
Br 0.0 -0.2 -0.1
Br 0.1 0.0 0.0
Br 0.0 0.1 0.0
Br 0.0 -0.1 0.0
Br -0.2 0.1 0.1
Br -0.1 0.0 0.0
Br 0.0 0.1 0.0
Br 0.0 -0.1 -0.1
Br 0.0 0.0 0.0
Br 0.0 0.0 0.2
P 3.0 -0.6 -1.2
F -1.5 1.1 0.0
F 0.9 1.2 -0.8
F 0.8 -0.1 -0.3
F 0.8 -1.0 1.5
F -1.0 -0.2 -0.2
O -3.3 -2.7 -1.5
O -2.4 -0.1 0.2
O 1.0 0.1 4.2
N 0.9 1.5 -1.2
C 3.4 2.7 1.2
C 0.1 0.0 0.0
C 0.0 0.1 -0.1
C 0.0 -0.1 -0.1
C 0.0 0.0 -0.1
C -0.3 -0.1 0.3
C -0.7 -0.6 -0.1
C 0.0 -0.1 0.1
C 0.0 -0.1 0.0
C 0.0 0.0 0.0
C 0.0 0.0 0.0
C 0.1 0.0 -0.1
C -0.6 0.5 0.9
C 0.0 0.0 0.0
C -0.1 0.0 0.0
C 0.0 0.0 0.0
C 0.6 0.4 0.2
C 0.0 0.0 0.0
C 0.0 0.0 0.1
C -0.1 0.0 -0.1
C 0.1 0.0 0.0
C 0.0 -1.5 0.1
C 0.0 0.2 0.1
C -0.5 0.7 -0.3
C -0.9 -0.3 -0.1
C -0.2 -1.0 0.7
C -0.6 -0.4 -3.1
C -0.1 0.0 0.1
C 0.0 0.0 -0.1
C 0.0 0.0 0.1
C 0.1 0.0 0.0
C 0.0 0.1 0.1
H 0.0 -0.3 0.0
H -0.1 0.1 0.1
H 0.1 0.0 0.0
H 0.2 0.1 0.2
H 0.0 0.0 0.0
H 0.0 0.0 0.0
H 0.0 0.0 0.0
H -0.1 0.0 0.0
H 0.0 0.0 0.0
H 0.0 0.0 0.0
H -0.1 0.3 0.1
H 0.3 -0.8 -0.2
H 0.0 0.0 0.1
H 0.0 0.0 0.0
H 0.0 0.0 0.0
H 0.0 0.0 0.0
H 0.0 0.0 0.0
H 0.3 0.3 0.4
H 0.0 0.0 0.0
H -0.2 0.0 -0.4
H 0.0 0.0 0.0
H 0.1 -0.2 0.0
H 0.2 0.1 0.2
H 0.0 0.0 0.0
H 0.2 0.3 -0.4
H 0.0 0.0 0.0
H 0.0 0.0 0.0
H 0.3 -0.4 0.0
H 0.0 0.0 0.0
H 0.0 0.0 0.0
H 0.0 0.0 0.0
H 0.0 0.0 0.0
H 0.0 0.0 0.0
H 0.0 0.2 -0.2
H 0.0 0.0 0.0
H 0.0 -0.2 0.1

total charge = 0
calculated total energy = -172544.4922 hartree
Kohn-Sham gap = 0.2747 Ha
lowest unoccupied orbital energy = -0.477 eV